No. 1
DFT (wB97M-V/def2-TZVPD) results for a structure of composition C31H50FeO3P2S at a distorted geometry.

Atoms and positions in Å:
Fe1 3.659 0.631 -0.391
C1 0.095 -2.010 -1.681
C2 0.755 -1.224 -2.665
C3 2.290 -1.769 -1.029
C4 1.037 -2.337 -0.667
C5 2.118 -1.114 -2.300
C6 -1.342 -2.369 -1.654
H1 -1.931 -1.666 -2.256
H2 -1.746 -2.370 -0.625
H3 -1.514 -3.370 -2.077
C7 0.771 -3.237 0.470
H4 -0.226 -3.040 0.872
H5 1.498 -3.115 1.278
H6 0.755 -4.294 0.163
C8 3.612 -2.239 -0.506
H7 3.946 -3.142 -1.061
H8 3.490 -2.623 0.502
H9 4.417 -1.455 -0.486
C9 3.213 -0.681 -3.208
H10 3.621 -1.525 -3.808
H11 4.080 -0.224 -2.681
H12 2.809 0.041 -3.931
C10 0.107 -0.726 -3.891
H13 -0.054 -1.533 -4.615
H14 0.728 0.023 -4.373
H15 -0.873 -0.293 -3.673
C11 -1.201 0.549 0.906
C12 -1.518 0.556 -0.408
C13 -1.883 1.796 -1.255
C14 -0.943 3.066 -1.391
C15 0.427 2.551 -1.333
C16 1.154 1.942 -0.372
C17 0.995 1.209 0.912
C18 -0.300 1.540 1.620
H16 -2.878 2.197 -0.994
H17 -1.250 3.886 -0.720
H18 -2.002 1.299 -2.235
H19 -0.567 2.621 1.554
H20 -1.510 -0.340 1.474
H21 -2.034 -0.360 -0.808
H22 -0.206 1.288 2.677
H23 1.193 0.122 0.808
H24 2.257 1.679 -0.822
H25 1.840 1.447 1.536
H26 -1.086 3.477 -2.410
H27 0.945 2.568 -2.302
P1 1.128 4.133 1.096
P2 4.197 2.671 -0.004
C19 2.668 5.094 0.812
C20 3.914 4.198 1.030
H28 2.615 5.894 1.582
H29 2.601 5.536 -0.208
H30 4.788 4.833 0.807
H31 3.989 3.884 2.082
C21 5.792 2.119 0.639
H32 6.176 1.312 0.001
H33 5.588 1.721 1.639
H34 6.466 2.979 0.687
C22 4.443 3.557 -1.599
H35 5.093 4.427 -1.417
H36 3.457 3.900 -1.962
H37 4.889 2.872 -2.336
C23 0.967 4.067 2.944
H38 0.099 3.438 3.198
H39 0.791 5.096 3.293
H40 1.886 3.640 3.377
C24 -0.174 5.414 0.752
H41 0.055 5.869 -0.229
H42 -0.135 6.162 1.567
H43 -1.167 4.923 0.733
C25 -6.874 -7.298 1.605
C26 -6.115 -6.009 1.624
C27 -6.501 -4.975 2.489
C28 -5.811 -3.760 2.508
C29 -4.710 -3.556 1.657
C30 -4.317 -4.587 0.782
C31 -5.019 -5.795 0.770
S1 -3.805 -1.989 1.632
O1 -4.425 -1.215 0.551
O2 -4.025 -1.537 3.002
O3 -2.426 -2.423 1.371
H44 -6.822 -7.798 2.575
H45 -7.931 -7.131 1.392
H46 -6.463 -7.968 0.850
H47 -7.352 -5.138 3.143
H48 -6.112 -2.964 3.197
H49 -3.452 -4.432 0.128
H50 -4.717 -6.599 0.095

Properties
charge = +1
HOMO level (spin up / spin down) = -9.37 / -9.39 eV
E_tot = -3780.94582 Eh
multiplicity = 6
E_LUMO (spin up / spin down) = -0.0964 / -0.2487 hartree
strongest force on any atom = 4.7 eV/Å

No. 2
DFT (wB97M-V/def2-TZVPD) results for a structure of composition C3H8NOS at a distorted geometry.

Atoms and positions in Å:
C1 0.290 -0.597 0.888
C2 1.538 -0.882 0.071
C3 -0.152 0.742 0.289
N1 -0.947 0.593 -1.078
O1 -0.743 1.612 1.097
S1 1.688 0.960 -0.244
H1 -0.455 -1.441 0.967
H2 0.640 -0.189 1.878
H3 2.306 -1.257 0.659
H4 1.494 -1.563 -0.801
H5 -1.564 1.490 -0.984
H6 -1.515 -0.182 -1.230
H7 -0.338 0.798 -1.870
H8 -0.251 2.274 1.591

Properties
charge = +1
HOMO level = -13.77 eV
E_tot = -646.98696 Eh
multiplicity = 1
E_LUMO = -0.1353 hartree
strongest force on any atom = 5.7 eV/Å

No. 3
DFT (wB97M-V/def2-TZVPD) results for a cluster of 7 separate species, C27H45N7O9 in total at a distorted geometry.

Atoms and positions in Å:
C1 -29.928 38.036 15.321
C2 -30.157 38.714 16.592
C3 -29.256 39.947 16.915
C4 -28.123 40.309 15.942
C5 -27.909 39.518 14.696
C6 -28.818 38.305 14.496
N1 -27.305 41.531 16.252
O1 -26.267 41.709 15.532
O2 -27.670 42.457 16.938
H1 -30.728 37.267 15.024
H2 -30.868 38.299 17.277
H3 -29.467 40.491 17.684
H4 -27.112 39.954 13.942
H5 -28.968 37.946 13.480
C7 -32.092 44.336 16.658
C8 -30.603 44.296 17.109
C9 -29.607 44.988 16.108
C10 -30.105 45.677 14.820
C11 -31.643 45.681 14.587
C12 -32.547 45.100 15.534
N2 -29.099 46.261 13.919
O3 -29.658 46.909 12.956
O4 -27.917 46.204 14.284
H6 -32.762 43.708 17.286
H7 -30.218 43.823 18.006
H8 -28.437 45.100 16.258
H9 -31.905 46.104 13.648
H10 -33.684 45.185 15.466
C13 -28.221 34.785 12.444
O5 -29.247 34.234 12.329
N3 -27.866 35.958 11.739
C14 -26.613 36.590 12.041
C15 -28.560 36.549 10.571
H11 -27.521 34.566 13.215
H12 -26.801 37.072 12.877
H13 -26.206 37.376 11.536
H14 -25.835 35.854 12.384
H15 -29.187 35.869 10.081
H16 -27.999 36.764 9.699
H17 -28.987 37.597 10.637
C16 -29.267 41.925 21.166
O6 -30.073 42.429 20.411
N4 -29.171 40.655 21.551
C17 -28.454 40.163 22.651
C18 -29.975 39.567 20.862
H18 -28.496 42.343 21.750
H19 -29.041 40.173 23.633
H20 -27.752 40.944 22.845
H21 -27.957 39.108 22.380
H22 -30.431 38.654 21.380
H23 -29.396 39.261 20.088
H24 -30.787 40.067 20.522
C19 -27.700 35.151 16.224
O7 -26.620 35.512 15.675
N5 -28.163 33.879 16.223
C20 -29.185 33.504 17.054
C21 -27.194 32.829 15.684
H25 -28.325 35.881 16.630
H26 -29.177 33.747 18.033
H27 -29.371 32.425 16.945
H28 -30.087 33.669 16.600
H29 -27.381 31.717 15.683
H30 -26.308 32.767 16.262
H31 -26.824 33.009 14.812
C22 -23.392 40.522 14.079
O8 -22.883 41.607 13.604
N6 -23.136 39.398 13.451
C23 -23.404 38.091 14.203
C24 -22.500 39.276 12.161
H32 -24.073 40.543 14.951
H33 -24.053 37.294 13.678
H34 -23.588 38.211 15.084
H35 -22.562 37.564 14.093
H36 -22.533 40.058 11.511
H37 -22.984 38.441 11.625
H38 -21.387 39.093 12.302
C25 -33.497 36.676 16.135
O9 -32.949 36.228 17.149
N7 -33.215 36.311 14.866
C26 -33.898 36.869 13.646
C27 -32.383 35.058 14.603
H39 -34.320 37.378 16.252
H40 -33.181 37.139 12.789
H41 -34.547 37.655 13.832
H42 -34.663 36.111 13.393
H43 -32.995 34.265 15.111
H44 -31.417 35.051 14.981
H45 -32.420 34.747 13.506

Properties
HOMO level = -8.87 eV
E_tot = -2115.59536 Eh
multiplicity = 1
SMILES = O=[N+]([O-])c1ccccc1.O=[N+]([O-])c1ccccc1.CN(C)C=O.CN(C)C=O.CN(C)C=O.CN(C)C=O.CN(C)C=O
E_LUMO = -0.0318 hartree
strongest force on any atom = 11.9 eV/Å

No. 4
DFT (wB97M-V/def2-TZVPD) results for a structure of composition C18H24ClN6O6Pt.

Atoms and positions in Å:
Pt1 0.106 -0.294 -0.216
N1 0.545 -2.040 1.347
C1 1.951 -2.359 1.083
C2 2.778 -1.094 0.817
O1 3.940 -1.036 1.219
N2 2.128 -0.169 0.098
C3 2.804 1.068 -0.236
C4 1.819 2.211 -0.497
O2 2.239 3.361 -0.513
O3 0.597 1.867 -0.735
H1 0.419 -1.637 2.267
H2 -0.085 -2.826 1.239
H3 1.988 -2.960 0.173
H4 2.437 -2.919 1.884
H5 3.382 0.955 -1.162
H6 3.511 1.358 0.541
C5 -4.062 4.568 0.419
C6 -5.026 3.839 -0.513
C7 -6.210 3.259 0.255
C8 -4.291 2.794 -1.353
N3 -3.479 1.870 -0.577
C9 -2.158 1.720 -0.582
N4 -1.861 0.764 0.267
N5 -3.025 0.327 0.787
N6 -4.003 0.988 0.296
H7 -4.581 5.358 0.962
H8 -3.233 5.021 -0.128
H9 -3.642 3.881 1.157
H10 -5.413 4.557 -1.244
H11 -5.881 2.520 0.985
H12 -6.917 2.770 -0.418
H13 -6.739 4.055 0.783
H14 -3.594 3.292 -2.028
H15 -4.988 2.212 -1.957
H16 -1.432 2.287 -1.144
C10 1.121 0.832 -3.874
C11 -0.260 0.356 -4.220
C12 -1.131 1.125 -4.972
C13 -2.411 0.669 -5.254
Cl1 -3.486 1.669 -6.208
C14 -2.846 -0.552 -4.787
C15 -1.986 -1.337 -4.026
C16 -0.700 -0.890 -3.751
O4 0.211 -1.577 -3.022
C17 -0.160 -2.838 -2.494
C18 -1.251 -2.779 -1.412
O5 -1.836 -3.833 -1.174
O6 -1.482 -1.639 -0.892
H17 1.309 1.816 -4.299
H18 1.877 0.133 -4.237
H19 1.241 0.892 -2.790
H20 -0.812 2.094 -5.335
H21 -3.849 -0.895 -5.004
H22 -2.349 -2.274 -3.627
H23 0.754 -3.247 -2.065
H24 -0.501 -3.515 -3.280

Properties
charge = -1
HOMO level (spin up / spin down) = -4.47 / -5.33 eV
E_tot = -2059.85485 Eh
multiplicity = 3
E_LUMO (spin up / spin down) = 0.0873 / 0.0873 hartree
strongest force on any atom = 0.7 eV/Å

Please write out number 1 again, unchanged.
DFT (wB97M-V/def2-TZVPD) results for a structure of composition C31H50FeO3P2S at a distorted geometry.

Atoms and positions in Å:
Fe1 3.659 0.631 -0.391
C1 0.095 -2.010 -1.681
C2 0.755 -1.224 -2.665
C3 2.290 -1.769 -1.029
C4 1.037 -2.337 -0.667
C5 2.118 -1.114 -2.300
C6 -1.342 -2.369 -1.654
H1 -1.931 -1.666 -2.256
H2 -1.746 -2.370 -0.625
H3 -1.514 -3.370 -2.077
C7 0.771 -3.237 0.470
H4 -0.226 -3.040 0.872
H5 1.498 -3.115 1.278
H6 0.755 -4.294 0.163
C8 3.612 -2.239 -0.506
H7 3.946 -3.142 -1.061
H8 3.490 -2.623 0.502
H9 4.417 -1.455 -0.486
C9 3.213 -0.681 -3.208
H10 3.621 -1.525 -3.808
H11 4.080 -0.224 -2.681
H12 2.809 0.041 -3.931
C10 0.107 -0.726 -3.891
H13 -0.054 -1.533 -4.615
H14 0.728 0.023 -4.373
H15 -0.873 -0.293 -3.673
C11 -1.201 0.549 0.906
C12 -1.518 0.556 -0.408
C13 -1.883 1.796 -1.255
C14 -0.943 3.066 -1.391
C15 0.427 2.551 -1.333
C16 1.154 1.942 -0.372
C17 0.995 1.209 0.912
C18 -0.300 1.540 1.620
H16 -2.878 2.197 -0.994
H17 -1.250 3.886 -0.720
H18 -2.002 1.299 -2.235
H19 -0.567 2.621 1.554
H20 -1.510 -0.340 1.474
H21 -2.034 -0.360 -0.808
H22 -0.206 1.288 2.677
H23 1.193 0.122 0.808
H24 2.257 1.679 -0.822
H25 1.840 1.447 1.536
H26 -1.086 3.477 -2.410
H27 0.945 2.568 -2.302
P1 1.128 4.133 1.096
P2 4.197 2.671 -0.004
C19 2.668 5.094 0.812
C20 3.914 4.198 1.030
H28 2.615 5.894 1.582
H29 2.601 5.536 -0.208
H30 4.788 4.833 0.807
H31 3.989 3.884 2.082
C21 5.792 2.119 0.639
H32 6.176 1.312 0.001
H33 5.588 1.721 1.639
H34 6.466 2.979 0.687
C22 4.443 3.557 -1.599
H35 5.093 4.427 -1.417
H36 3.457 3.900 -1.962
H37 4.889 2.872 -2.336
C23 0.967 4.067 2.944
H38 0.099 3.438 3.198
H39 0.791 5.096 3.293
H40 1.886 3.640 3.377
C24 -0.174 5.414 0.752
H41 0.055 5.869 -0.229
H42 -0.135 6.162 1.567
H43 -1.167 4.923 0.733
C25 -6.874 -7.298 1.605
C26 -6.115 -6.009 1.624
C27 -6.501 -4.975 2.489
C28 -5.811 -3.760 2.508
C29 -4.710 -3.556 1.657
C30 -4.317 -4.587 0.782
C31 -5.019 -5.795 0.770
S1 -3.805 -1.989 1.632
O1 -4.425 -1.215 0.551
O2 -4.025 -1.537 3.002
O3 -2.426 -2.423 1.371
H44 -6.822 -7.798 2.575
H45 -7.931 -7.131 1.392
H46 -6.463 -7.968 0.850
H47 -7.352 -5.138 3.143
H48 -6.112 -2.964 3.197
H49 -3.452 -4.432 0.128
H50 -4.717 -6.599 0.095

Properties
charge = +1
HOMO level (spin up / spin down) = -9.37 / -9.39 eV
E_tot = -3780.94582 Eh
multiplicity = 6
E_LUMO (spin up / spin down) = -0.0964 / -0.2487 hartree
strongest force on any atom = 4.7 eV/Å

Q: Which value of E_tot does entry 3 give?
A: -2115.59536 Eh